Record 1
{
  "formula": "C6H11N",
  "method": "the ωB97M-V functional and the def2-TZVPD basis",
  "elements": ["C", "C", "C", "N", "H", "H", "H", "H", "H", "C", "C", "C", "H", "H", "H", "H", "H", "H"],
  "positions_angstrom": [[3.282, 0.128, 0.686], [2.050, -0.465, 1.318], [0.914, 0.160, 1.522], [-0.144, 0.729, 1.786], [3.660, -0.515, -0.117], [3.091, 1.120, 0.266], [4.082, 0.227, 1.429], [2.095, -1.487, 1.685], [-0.833, 0.597, 1.038], [-0.628, -0.350, -1.329], [-1.641, 0.484, -1.101], [-3.089, 0.094, -1.035], [-0.785, -1.419, -1.457], [0.398, 0.004, -1.392], [-1.427, 1.547, -0.972], [-3.567, 0.453, -0.116], [-3.630, 0.546, -1.874], [-3.214, -0.992, -1.090]],
  "atomic_forces_ev_per_a": [[0.1, 0.1, 0.0], [-0.2, 0.1, 0.1], [-0.2, 0.0, 0.1], [0.5, -0.3, -0.1], [-0.1, 0.1, 0.1], [0.0, -0.2, 0.1], [-0.1, 0.0, -0.1], [0.0, 0.1, 0.0], [0.1, 0.1, 0.1], [-0.1, 0.1, 0.0], [0.1, -0.1, -0.1], [0.0, 0.0, 0.0], [0.0, 0.2, 0.0], [-0.2, 0.0, 0.0], [0.0, -0.1, -0.1], [0.1, 0.0, -0.1], [0.0, -0.1, 0.1], [0.0, 0.2, 0.0]],
  "smiles": "CC=C=N.C=CC",
  "charge": 0,
  "homo_ev": -8.6,
  "relative_energy_kj_mol": 206.2,
  "orbital_gap_ev": 9.615
}

Record 2
{
  "formula": "FH2PS3",
  "method": "the ωB97M-V functional and the def2-TZVPD basis",
  "elements": ["F", "P", "S", "S", "S", "H", "H"],
  "positions_angstrom": [[1.688, 0.005, 5.157], [2.336, 1.472, 5.088], [3.585, 1.381, 3.712], [0.293, 0.521, 1.308], [0.021, 1.430, -0.500], [1.245, 1.439, 1.633], [-0.210, 2.726, -0.287]],
  "atomic_forces_ev_per_a": [[-0.2, 0.2, 0.3], [-0.5, -0.5, 0.4], [0.7, 0.3, -0.6], [0.4, 1.1, 0.6], [0.0, -0.5, -1.6], [-0.1, -0.8, 0.3], [-0.3, 0.1, 0.7]],
  "smiles": "FP=S.SS",
  "charge": 0,
  "homo_ev": -8.9,
  "relative_energy_kj_mol": 130.3,
  "orbital_gap_ev": 7.565
}

Record 3
{
  "formula": "C15H50N8O10",
  "method": "the ωB97M-V functional and the def2-TZVPD basis",
  "elements": ["N", "C", "N", "O", "H", "H", "H", "H", "N", "C", "N", "O", "H", "H", "H", "H", "N", "C", "N", "O", "H", "H", "H", "H", "N", "C", "N", "O", "H", "H", "H", "H", "C", "C", "O", "H", "H", "H", "H", "H", "H", "C", "C", "O", "H", "H", "H", "H", "H", "H", "C", "C", "O", "H", "H", "H", "H", "H", "H", "C", "C", "O", "H", "H", "H", "H", "H", "H", "C", "C", "O", "H", "H", "H", "H", "H", "H", "C", "O", "H", "H", "H", "H"],
  "positions_angstrom": [[2.333, -1.046, -2.833], [1.678, -1.095, -3.954], [1.900, -0.029, -4.680], [0.902, -2.134, -4.288], [3.326, -0.648, -2.827], [2.104, -1.829, -2.142], [1.140, -0.050, -5.430], [2.176, 0.898, -4.373], [-2.326, 2.355, -1.227], [-2.428, 2.114, -2.431], [-1.422, 1.450, -2.919], [-3.412, 2.641, -3.238], [-3.169, 2.657, -0.755], [-1.724, 1.746, -0.629], [-1.431, 1.345, -3.954], [-0.561, 1.170, -2.300], [0.588, 3.398, -2.345], [0.671, 4.466, -1.602], [-0.441, 4.991, -1.096], [1.844, 5.193, -1.468], [1.406, 3.118, -2.946], [-0.343, 2.989, -2.539], [-0.202, 5.722, -0.351], [-1.291, 4.511, -1.111], [-0.552, 1.035, 0.409], [0.171, 0.297, -0.338], [0.669, 0.897, -1.439], [0.380, -1.089, -0.164], [-0.979, 0.519, 1.201], [-0.247, 1.971, 0.663], [1.344, 0.411, -2.044], [0.636, 1.950, -1.516], [3.966, 1.080, -0.232], [3.759, -0.318, 0.356], [4.528, -0.295, 1.553], [3.583, 1.230, -1.316], [5.027, 1.321, -0.181], [3.548, 1.808, 0.452], [4.164, -1.055, -0.392], [2.738, -0.508, 0.537], [4.186, -1.013, 2.133], [2.150, 2.431, 2.527], [1.639, 3.400, 1.468], [0.261, 3.490, 1.443], [3.234, 2.364, 2.683], [1.859, 1.378, 2.367], [1.706, 2.622, 3.511], [1.886, 3.211, 0.475], [2.076, 4.383, 1.745], [-0.011, 4.407, 1.526], [-4.414, -2.801, -1.050], [-3.324, -2.047, -0.256], [-2.224, -2.980, -0.220], [-4.738, -3.735, -0.563], [-4.080, -2.954, -2.091], [-5.303, -2.145, -1.244], [-3.573, -1.679, 0.717], [-2.869, -1.251, -0.920], [-1.682, -2.886, 0.534], [-2.017, -4.356, 2.824], [-0.584, -3.973, 2.819], [-0.313, -2.965, 1.853], [-2.388, -5.006, 3.660], [-2.280, -5.062, 2.015], [-2.678, -3.538, 2.792], [0.016, -4.843, 2.610], [-0.233, -3.561, 3.774], [0.638, -2.994, 1.809], [-1.520, 1.465, 3.249], [-2.026, -0.033, 3.511], [-1.821, -0.663, 2.338], [-2.231, 1.915, 2.595], [-0.494, 1.594, 2.911], [-1.557, 1.947, 4.225], [-3.007, -0.026, 3.924], [-1.419, -0.440, 4.329], [-1.336, -1.482, 2.418], [0.755, -4.619, -0.662], [1.167, -3.348, -1.284], [1.298, -5.331, -1.214], [-0.323, -4.712, -0.967], [0.852, -4.720, 0.420], [0.671, -2.629, -0.845]],
  "atomic_forces_ev_per_a": [[3.2, -1.2, 5.1], [-3.9, -6.4, -1.5], [-2.8, 2.0, -5.2], [3.2, 5.4, 1.1], [-2.2, -0.9, 0.0], [0.7, 1.0, -1.2], [1.9, 0.5, 0.9], [0.0, -0.7, 0.3], [-0.4, 1.5, 9.2], [-6.1, 2.3, -10.4], [2.7, -1.9, -2.8], [4.2, -2.4, 3.7], [0.1, 0.2, -0.2], [-0.8, 0.6, -0.6], [0.0, -0.1, 1.4], [-2.2, -0.3, -1.8], [0.5, -2.2, -2.2], [6.3, 6.4, 0.7], [1.6, 2.4, 2.2], [-5.3, -4.1, -0.3], [-1.4, 0.9, 1.0], [0.8, 0.5, -0.6], [-0.9, -1.5, -1.9], [-1.5, -0.7, 0.2], [-2.1, 0.6, 3.9], [3.6, -8.9, -2.2], [1.2, 0.8, 0.1], [-1.3, 7.3, -0.3], [0.2, 0.0, -0.5], [-0.1, 0.3, -0.1], [-0.2, -0.3, 0.7], [0.7, -1.4, 0.7], [-0.2, 0.1, -1.1], [1.9, 0.7, -1.5], [-0.6, -1.2, 0.8], [0.5, -0.3, 1.9], [0.2, -0.2, -0.4], [-0.5, 0.2, -0.2], [-0.4, 0.2, 0.8], [-1.3, -0.4, 0.2], [0.5, 0.8, -0.6], [-0.3, -1.4, 0.5], [1.9, 1.3, 2.1], [-2.2, 0.1, 0.6], [-0.2, 0.5, -0.4], [0.0, 0.3, -0.5], [0.0, 0.5, -0.2], [1.4, -0.7, -1.6], [-0.2, -0.4, -0.5], [-0.1, -0.1, 0.0], [-0.8, 1.5, -0.3], [1.7, -0.9, -2.7], [-1.4, -0.7, -0.9], [0.3, 0.4, -0.3], [0.3, -0.5, 0.6], [0.5, -0.4, 0.6], [-0.4, 0.2, 0.5], [-1.2, 0.0, 0.9], [1.0, 0.5, 1.2], [-1.1, -2.6, 0.2], [0.4, 0.0, 1.1], [-0.5, -0.3, 0.3], [1.0, 0.9, 0.0], [0.3, 0.8, -0.3], [-0.8, 1.2, -0.2], [0.4, -0.5, -0.1], [-0.3, -0.3, 0.2], [0.6, 0.7, -0.7], [-0.8, -1.5, 2.3], [2.8, 3.1, 1.6], [-0.7, -1.2, -2.2], [-0.3, 0.6, -0.6], [-0.2, -0.5, -0.1], [-0.2, 0.5, 0.0], [-1.3, 0.0, -0.3], [0.2, -0.1, -0.1], [0.5, -0.6, -0.2], [-1.8, 2.1, -1.8], [0.1, -0.9, 1.6], [0.8, -1.2, -0.2], [0.8, -0.3, 0.7], [0.3, 0.2, -0.1], [0.0, -0.1, -0.3]],
  "smiles": "NC(N)=O.NC(N)=O.NC(N)=O.NC(N)=O.CCO.CCO.CCO.CCO.CCO.CO",
  "charge": 0,
  "homo_ev": -9.1,
  "relative_energy_kj_mol": 188.3,
  "orbital_gap_ev": 9.026
}

Record 4
{
  "formula": "C6H7N3O",
  "method": "the ωB97M-V functional and the def2-TZVPD basis",
  "elements": ["N", "N", "C", "O", "C", "C", "C", "C", "C", "N", "H", "H", "H", "H", "H", "H", "H"],
  "positions_angstrom": [[-2.415, -1.428, 0.299], [-2.538, -0.127, -0.199], [-1.574, 0.827, -0.171], [-1.887, 2.005, -0.233], [-0.136, 0.376, -0.029], [0.776, 1.393, 0.170], [2.156, 1.028, 0.109], [2.493, -0.252, -0.081], [1.499, -1.204, -0.262], [0.181, -0.914, -0.209], [-1.834, -1.986, -0.361], [-1.887, -1.381, 1.214], [-3.486, 0.229, -0.164], [0.482, 2.444, 0.250], [2.881, 1.801, 0.291], [3.500, -0.602, -0.001], [1.791, -2.208, -0.621]],
  "atomic_forces_ev_per_a": [[1.0, -0.8, 0.8], [-0.3, -0.1, -0.1], [-0.6, 0.0, 0.6], [0.5, -0.1, -0.2], [-0.4, 0.6, 0.0], [1.8, -0.3, -0.6], [-2.1, 2.4, 1.0], [0.2, -1.9, 0.1], [-1.1, -0.2, -0.6], [1.8, -0.1, -0.6], [-0.6, 0.7, 0.9], [-0.8, -0.3, -1.5], [0.2, 0.0, -0.1], [-0.1, -0.6, 0.1], [0.3, 0.1, -0.1], [0.6, 0.0, -0.3], [-0.4, 0.4, 0.7]],
  "smiles": "NNC(=O)c1ccccn1",
  "charge": 0,
  "homo_ev": -9.4,
  "relative_energy_kj_mol": 61.3,
  "orbital_gap_ev": 9.709
}

Record 5
{
  "formula": "C9H13NO2",
  "method": "the ωB97M-V functional and the def2-TZVPD basis",
  "elements": ["C", "C", "C", "C", "C", "C", "N", "O", "O", "C", "C", "C", "H", "H", "H", "H", "H", "H", "H", "H", "H", "H", "H", "H", "H"],
  "positions_angstrom": [[-2.026, -0.877, -1.515], [-1.194, -0.320, -0.391], [0.009, 0.257, -0.534], [0.700, 0.540, -1.888], [0.703, 0.907, 0.874], [2.161, 0.959, 0.646], [-0.051, 2.229, 0.843], [-1.033, 2.294, 1.569], [0.383, 3.031, 0.041], [0.265, 0.216, 2.125], [-1.118, -0.371, 2.095], [-1.802, -0.606, 0.929], [-3.014, -0.405, -1.654], [-2.178, -1.989, -1.288], [-1.548, -0.757, -2.469], [1.826, 0.274, -1.764], [0.565, 1.581, -2.269], [0.199, -0.109, -2.654], [2.558, 0.006, 0.691], [2.682, 1.596, 1.281], [2.360, 1.251, -0.497], [0.330, 0.829, 3.114], [1.043, -0.539, 2.504], [-1.739, -0.737, 2.933], [-2.861, -1.001, 0.826]],
  "atomic_forces_ev_per_a": [[-0.2, -1.2, 0.2], [-0.1, -0.2, 0.1], [0.4, 0.9, 1.0], [0.3, -0.9, 0.5], [-2.2, -1.2, -2.3], [-0.3, 1.9, -4.0], [0.8, -0.7, 0.4], [0.7, 1.2, -1.0], [-0.8, 0.7, 0.3], [0.6, -1.3, 3.7], [-2.5, -1.6, -1.9], [0.7, 0.6, 0.7], [0.3, -0.1, 0.6], [0.0, 1.4, -0.5], [0.2, -0.3, -0.4], [-2.1, 0.4, -0.9], [0.4, -0.6, 0.7], [0.9, 0.4, 0.7], [0.7, -2.1, 0.4], [0.9, 1.2, 1.1], [-0.2, 0.0, 3.0], [-0.2, -0.1, -2.0], [-1.0, 0.4, -1.2], [1.2, 0.7, 0.3], [1.5, 0.4, 0.8]],
  "smiles": "CC1=C(C)[C@@](C)([N+](=O)[O-])CC=C1",
  "charge": 0,
  "homo_ev": -8.3,
  "relative_energy_kj_mol": 544.7,
  "orbital_gap_ev": 8.796
}

Record 6
{
  "formula": "C25H43BrClFN2O5P",
  "method": "the ωB97M-V functional and the def2-TZVPD basis",
  "elements": ["C", "C", "C", "C", "C", "F", "C", "O", "N", "C", "P", "O", "Cl", "C", "C", "C", "C", "C", "O", "C", "O", "C", "C", "C", "Br", "H", "H", "H", "H", "H", "H", "H", "H", "H", "H", "H", "H", "H", "H", "H", "H", "H", "H", "H", "H", "H", "H", "H", "H", "H", "C", "C", "C", "C", "C", "C", "N", "O", "C", "C", "C", "H", "H", "H", "H", "H", "H", "H", "H", "H", "H", "H", "H", "H", "H", "H", "H", "H", "H"],
  "positions_angstrom": [[0.059, 0.650, 2.134], [-0.646, -0.114, 1.069], [-1.165, -1.657, 1.131], [-2.434, -1.531, 2.193], [-3.257, -0.087, 2.025], [-1.847, -1.526, 3.554], [-0.152, -2.636, 2.032], [1.023, -2.381, 2.600], [-0.967, -3.945, 1.955], [-1.265, -4.015, 0.442], [-2.320, -5.470, -0.180], [-3.360, -5.984, 1.136], [-0.968, -7.086, -0.484], [-1.414, -2.514, -0.285], [-2.745, -2.201, -1.180], [-4.186, -2.535, -0.492], [-5.388, -2.919, -1.581], [-6.700, -3.418, -0.682], [-6.454, -4.700, 0.023], [-6.554, -4.547, 1.483], [-6.054, -3.541, 2.211], [-0.217, -1.977, -1.253], [0.060, -2.750, -2.647], [-0.261, -4.332, -2.748], [-0.871, -1.862, -4.232], [1.054, 1.233, 1.825], [-0.328, 0.643, 3.259], [-0.901, 0.498, 0.075], [-3.161, -2.464, 2.109], [-2.752, 0.783, 2.668], [-4.352, -0.201, 2.480], [-3.408, 0.227, 0.907], [-0.458, -4.812, 2.240], [-0.179, -4.313, 0.048], [-4.078, -6.566, 0.704], [-2.760, -1.094, -1.566], [-2.680, -2.880, -2.157], [-4.173, -3.329, 0.368], [-4.561, -1.521, 0.016], [-5.107, -3.808, -2.289], [-5.641, -1.916, -2.143], [-7.113, -2.574, 0.029], [-7.563, -3.615, -1.481], [-7.082, -5.421, 2.102], [-0.520, -0.868, -1.578], [0.767, -1.902, -0.610], [1.221, -2.616, -2.894], [0.138, -4.708, -3.809], [0.290, -5.015, -1.959], [-1.433, -4.557, -2.785], [3.915, 5.808, -2.157], [4.101, 4.457, -1.432], [5.591, 4.274, -1.042], [6.084, 5.175, 0.086], [4.992, 5.587, 1.065], [3.765, 4.641, 1.108], [3.215, 4.536, -0.255], [2.092, 3.725, -0.331], [2.715, 5.332, 2.021], [4.164, 3.301, 1.766], [3.794, 3.334, -2.464], [2.877, 5.946, -2.479], [4.546, 5.872, -3.052], [4.172, 6.657, -1.517], [5.762, 3.232, -0.746], [6.236, 4.430, -1.919], [6.887, 4.655, 0.624], [6.543, 6.078, -0.334], [5.432, 5.696, 2.065], [4.656, 6.595, 0.788], [2.362, 6.270, 1.576], [3.145, 5.575, 3.000], [1.841, 4.695, 2.202], [4.555, 3.471, 2.778], [4.939, 2.764, 1.211], [3.307, 2.626, 1.869], [4.473, 3.398, -3.324], [2.777, 3.406, -2.866], [3.922, 2.338, -2.023]],
  "atomic_forces_ev_per_a": [[-1.3, -1.8, -2.1], [1.8, 1.7, 0.9], [-0.5, 1.9, 2.6], [-0.9, 0.3, -0.4], [-0.8, -0.3, 1.1], [-1.1, -0.1, -2.4], [3.4, 0.2, 1.2], [-7.6, -2.0, -3.4], [1.8, 2.3, -1.0], [3.5, -0.8, -0.5], [-1.9, 0.1, 0.2], [0.6, -0.4, -2.2], [-0.2, 0.6, 0.8], [-0.3, 1.7, 1.1], [-0.9, -1.2, -0.2], [-0.8, 1.1, 0.0], [0.2, 0.0, 2.0], [-0.6, 1.5, -2.2], [-0.9, 1.8, 3.7], [2.6, 4.0, 2.9], [-3.3, -6.0, -5.2], [0.1, 0.4, 0.0], [1.8, -1.0, 0.4], [-0.1, -0.6, -1.4], [0.5, -0.5, 1.0], [-3.1, -0.3, 0.5], [1.7, -0.9, -2.4], [1.6, -1.8, 1.8], [1.5, 2.0, 0.5], [-0.9, -2.1, -1.8], [2.3, 0.0, -0.9], [0.6, -0.6, 2.1], [-0.3, 1.2, -0.3], [-2.4, 0.2, 0.2], [1.7, 1.4, 0.8], [0.3, -2.1, 0.9], [0.1, 1.5, 2.1], [0.2, 1.3, -1.7], [0.7, -2.3, -0.9], [-0.4, 1.8, 1.2], [0.3, -2.3, 0.9], [1.2, -1.8, -1.2], [1.8, 0.1, 1.9], [1.2, 1.6, -2.0], [0.8, -2.5, 1.0], [-1.8, -0.2, -1.5], [-2.7, -0.2, 0.5], [-0.8, 0.9, 2.3], [-1.2, 1.7, -1.4], [2.6, 0.5, 0.4], [0.3, 0.1, -0.4], [0.5, 0.2, -0.1], [0.0, -0.1, -0.1], [0.3, 0.0, 0.0], [-0.2, 0.2, 0.1], [0.3, 0.2, -0.3], [-0.1, 0.3, 0.4], [-0.3, -0.5, 0.1], [-0.1, -0.2, -0.1], [0.0, -0.2, 0.2], [-0.4, 0.0, 0.4], [0.0, -0.2, 0.2], [0.1, 0.0, -0.1], [0.0, -0.2, 0.1], [-0.3, 0.1, -0.1], [-0.2, 0.0, 0.0], [0.0, 0.0, -0.1], [0.0, 0.0, 0.0], [-0.2, -0.1, 0.0], [-0.2, -0.2, 0.0], [0.1, -0.2, -0.1], [0.2, -0.1, -0.1], [0.2, 0.0, -0.3], [0.0, 0.1, 0.0], [-0.1, 0.1, -0.1], [0.0, 0.2, -0.3], [0.2, 0.2, 0.2], [0.1, 0.0, 0.4], [-0.2, 0.2, 0.0]],
  "charge": -1,
  "homo_ev": -1.1,
  "orbital_gap_ev": 2.536
}